1.
DFT (ωB97M-V/def2-TZVPD) results for 12 unconnected molecules or ions with the total composition C6H36NO16S in a non-equilibrium geometry.

For the max |F|, the calculation gives 9.11 eV Å⁻¹. The charge is -1. The value obtained for the total energy is -51887.1948 eV. The value obtained for the orbital gap is 8.67 eV.

```
60
C6H36NO16S, DFT ωB97M-V/def2-TZVPD
C -3.524 0.521 4.045
O -2.197 0.789 4.055
C -1.593 0.907 2.829
C -0.161 1.317 3.170
N 0.711 1.360 1.978
H 0.733 0.659 1.163
H 0.500 2.293 1.532
C 2.212 1.471 2.182
C 2.992 1.393 0.820
O 4.315 1.903 1.025
C 5.068 1.920 -0.273
H -3.776 0.074 5.029
H -3.815 -0.315 3.154
H -4.356 1.252 3.839
H -1.890 1.727 2.290
H -1.673 -0.028 2.492
H 0.302 0.526 3.843
H -0.134 2.211 3.834
H 2.621 0.596 2.871
H 2.373 2.530 2.615
H 2.557 2.109 0.108
H 3.124 0.554 0.242
H 4.447 2.595 -0.886
H 5.273 1.139 -0.795
H 6.194 2.300 -0.023
S -0.386 -0.543 -0.980
O -1.588 0.078 -0.795
O 0.459 -0.312 0.152
O -0.604 -1.981 -1.113
O 0.292 -0.137 -2.111
O -2.479 2.464 -0.650
H -3.016 2.569 -1.419
H -2.097 1.551 -0.806
O 2.833 -0.298 -2.575
H 2.002 -0.144 -2.596
H 2.952 -0.913 -3.235
O -3.540 -1.164 0.375
H -2.930 -0.578 -0.141
H -3.267 -2.171 0.523
O 0.386 2.464 -2.400
H 0.575 2.586 -1.460
H 0.485 1.534 -2.173
O -1.551 -3.760 0.497
H -1.024 -2.957 0.190
H -1.655 -4.300 -0.338
O 0.950 -4.045 -1.538
H 0.413 -4.875 -1.757
H 0.245 -3.211 -1.306
O 0.239 -1.520 -4.196
H 0.509 -0.877 -3.442
H -0.188 -1.047 -4.836
O -2.074 -2.700 -3.132
H -1.404 -2.547 -2.435
H -1.474 -2.027 -3.561
O -2.717 1.009 -2.992
H -2.120 1.617 -3.284
H -2.508 0.798 -2.040
O 1.198 -2.180 1.839
H 1.066 -1.487 1.219
H 1.710 -2.727 1.364
```

Results of the Mulliken charge analysis, in e, for atoms 1 through 6:
1 C -0.62
2 O -0.42
3 C -0.38
4 C -0.88
5 N 0.57
6 H 0.02

=====

2.
DFT (ωB97M-V/def2-TZVPD) results for 2 unconnected molecules or ions with the total composition C6H12N2 in a non-equilibrium geometry.

For the max |F|, the calculation gives 7.06 eV Å⁻¹. The charge is 0. The value obtained for the total energy is -9388.5631 eV. The value obtained for the orbital gap is 9.66 eV.

```
20
C6H12N2, DFT ωB97M-V/def2-TZVPD
C -2.711 -0.437 0.559
C -1.668 0.350 1.376
C -1.239 1.372 0.380
C 1.375 0.112 0.603
C 1.636 0.041 -0.808
C 2.446 -0.934 -1.641
H -3.491 0.115 -0.111
H -3.009 -1.284 1.187
H -2.119 -0.999 -0.171
H -2.047 0.677 2.422
H -0.708 -0.385 1.251
H -1.585 2.387 0.335
H 1.736 -0.657 1.165
H 1.618 0.952 1.316
H 2.004 0.963 -1.350
H 1.521 -2.039 -2.084
H 3.473 -1.345 -0.895
H 2.574 -0.347 -2.830
N -0.183 1.362 -0.432
N 0.375 0.096 -0.271
```

Results of the Mulliken charge analysis, in e, for atoms 1 through 6:
1 C -1.08
2 C 0.04
3 C -0.36
4 C -0.57
5 C 0.09
6 C -1.00

=====

3.
DFT (ωB97M-V/def2-TZVPD) results for a molecular structure, C12H10IrN13O5S3.

For the max |F|, the calculation gives 0.51 eV Å⁻¹. The charge is -1. The spin multiplicity is 2. The value obtained for the total energy is -77559.9119 eV. The value obtained for the orbital gap (alpha / beta) is 8.37 / 5.61 eV.

```
44
C12H10IrN13O5S3, DFT ωB97M-V/def2-TZVPD
Ir 1.186 0.580 1.558
N -4.870 -2.898 -1.846
C -4.199 -1.708 -1.550
C -3.735 -0.884 -2.575
C -3.098 0.309 -2.282
C -2.925 0.691 -0.961
C -3.395 -0.115 0.069
C -4.030 -1.306 -0.224
S -2.053 2.173 -0.565
O -2.560 2.655 0.689
O -2.083 3.027 -1.720
N -0.549 1.658 -0.237
C 0.234 1.072 -1.105
N 0.070 0.957 -2.439
C 1.070 0.446 -3.119
C 2.269 0.005 -2.554
C 2.352 0.052 -1.184
N 1.330 0.535 -0.477
H -4.629 -3.301 -2.738
H -4.835 -3.586 -1.110
H -3.877 -1.183 -3.608
H -2.730 0.952 -3.070
H -3.246 0.194 1.095
H -4.392 -1.938 0.578
H 0.924 0.371 -4.193
H 3.074 -0.389 -3.154
H 3.206 -0.313 -0.632
N 4.415 -0.286 2.122
C 3.493 -1.292 2.052
N 3.725 -2.547 2.352
N 2.543 -3.175 2.106
N 1.644 -2.354 1.734
N 2.225 -1.126 1.634
C 4.180 1.008 1.717
N 5.111 1.902 1.470
N 4.423 3.005 1.095
N 3.162 2.778 1.072
N 2.965 1.514 1.503
H 5.352 -0.530 2.393
O -0.726 -0.222 2.050
S -0.497 0.507 3.361
O 0.938 0.100 3.636
O -1.459 0.311 4.385
S -0.004 2.351 2.672
```

Results of the Mulliken charge analysis, in e, for atoms 1 through 6:
1 Ir 1.19
2 N -0.61
3 C 1.12
4 C -0.71
5 C -0.18
6 C -0.37

=====

4.
DFT (ωB97M-V/def2-TZVPD) results for 2 unconnected molecules or ions with the total composition C3H6O in a non-equilibrium geometry.

For the max |F|, the calculation gives 1.80 eV Å⁻¹. The charge is 0. The value obtained for the total energy is -5253.2032 eV. The value obtained for the orbital gap is 10.37 eV.

```
10
C3H6O, DFT ωB97M-V/def2-TZVPD
C -0.228 1.913 0.352
C -0.320 2.336 1.625
H 0.499 2.282 -0.353
H -0.955 1.142 0.105
H 0.035 3.320 1.930
H -0.528 1.684 2.463
C 0.365 -3.162 -1.536
O 1.429 -3.417 -2.018
H 0.087 -3.576 -0.552
H -0.384 -2.523 -2.016
```

Results of the Mulliken charge analysis, in e, for atoms 1 through 6:
1 C -0.44
2 C -0.47
3 H 0.25
4 H 0.21
5 H 0.22
6 H 0.23

=====

5.
DFT (ωB97M-V/def2-TZVPD) results for 2 unconnected molecules or ions with the total composition C5H8N2S in a non-equilibrium geometry.

For the max |F|, the calculation gives 4.56 eV Å⁻¹. The charge is 0. The value obtained for the total energy is -19124.7896 eV. The value obtained for the orbital gap (alpha / beta) is 7.93 / 7.93 eV.

```
16
C5H8N2S, DFT ωB97M-V/def2-TZVPD
C -0.562 0.830 -1.944
C -2.780 0.399 -1.925
C -0.742 0.867 -0.640
C 1.346 -1.387 0.895
C 1.115 -0.221 1.873
N -1.740 0.583 -2.590
N 0.715 1.037 1.277
S -2.378 0.471 -0.196
H 0.387 1.038 -2.547
H -3.737 0.474 -2.369
H 0.441 -1.586 0.338
H 2.311 -1.165 0.397
H 1.657 -2.233 1.521
H 0.457 -0.403 2.691
H 2.027 -0.133 2.417
H 1.483 1.430 0.803
```

Results of the Mulliken charge analysis, in e, for atoms 1 through 6:
1 C -0.40
2 C -0.10
3 C 0.27
4 C -0.90
5 C -0.52
6 N -0.45

=====

6.
DFT (ωB97M-V/def2-TZVPD) results for 10 unconnected molecules or ions with the total composition C48H54Cl12N2O4 in a non-equilibrium geometry.

For the max |F|, the calculation gives 2.36 eV Å⁻¹. The charge is 0. The value obtained for the total energy is -212093.8392 eV. The value obtained for the orbital gap is 8.70 eV.

```
120
C48H54Cl12N2O4, DFT ωB97M-V/def2-TZVPD
O -3.715 -2.460 -4.952
C -3.239 -1.504 -5.484
C -3.884 -0.835 -6.623
C -5.179 -1.160 -6.954
C -5.767 -0.652 -8.089
C -5.057 0.196 -8.914
C -3.777 0.573 -8.546
C -3.161 0.016 -7.438
C -1.788 0.450 -7.093
O -1.177 1.194 -7.809
C -1.241 -0.026 -5.804
C -0.054 0.523 -5.346
C 0.509 0.015 -4.181
C -0.197 -0.898 -3.405
C -1.411 -1.393 -3.828
C -1.948 -0.940 -5.027
H -5.725 -1.867 -6.342
H -6.768 -0.972 -8.349
H -5.463 0.524 -9.862
H -3.238 1.340 -9.092
H 0.451 1.348 -5.831
H 1.459 0.396 -3.830
H 0.300 -1.314 -2.537
H -1.943 -2.138 -3.260
O -3.722 -1.324 0.538
C -3.601 -1.984 1.521
C -3.044 -1.410 2.758
C -2.760 -0.069 2.777
C -2.234 0.508 3.913
C -2.005 -0.267 5.040
C -2.201 -1.621 4.978
C -2.755 -2.205 3.865
C -3.124 -3.639 3.896
O -2.897 -4.337 4.853
C -3.824 -4.171 2.706
C -4.307 -5.478 2.748
C -4.928 -6.022 1.624
C -5.237 -5.217 0.538
C -4.741 -3.927 0.488
C -4.033 -3.399 1.562
H -2.991 0.562 1.930
H -1.950 1.555 3.916
H -1.586 0.207 5.918
H -1.924 -2.254 5.814
H -4.225 -6.014 3.685
H -5.252 -7.054 1.714
H -5.834 -5.577 -0.289
H -4.902 -3.314 -0.383
C -4.325 2.996 0.751
C -3.404 3.911 -0.067
C -1.919 3.584 0.078
C -1.457 3.735 1.464
N -1.104 3.850 2.541
H -4.006 2.956 1.791
H -4.402 2.000 0.313
H -5.339 3.400 0.698
H -3.524 4.941 0.282
H -3.644 3.924 -1.130
H -1.307 4.270 -0.515
H -1.650 2.570 -0.224
C 2.829 2.763 -2.227
C 4.218 2.211 -2.322
C 4.744 2.188 -3.766
C 4.727 3.495 -4.414
N 4.712 4.505 -4.921
H 2.445 2.684 -1.206
H 2.143 2.258 -2.900
H 2.850 3.848 -2.373
H 4.237 1.192 -1.936
H 4.907 2.813 -1.727
H 4.238 1.431 -4.368
H 5.794 1.872 -3.743
Cl 1.619 2.229 6.469
C 0.708 3.224 5.306
C -0.413 3.995 5.953
Cl -1.664 2.958 6.653
H 0.373 2.634 4.449
H 1.420 3.900 4.835
H -0.827 4.704 5.240
H -0.003 4.561 6.787
Cl 4.422 -1.309 -0.514
C 5.519 -1.898 0.746
C 6.954 -1.959 0.297
Cl 7.545 -0.451 -0.432
H 5.215 -2.880 1.116
H 5.395 -1.243 1.611
H 7.063 -2.719 -0.475
H 7.608 -2.214 1.124
Cl 0.174 -3.859 1.470
C 1.502 -5.043 1.360
C 2.807 -4.302 1.183
Cl 4.140 -5.490 1.007
H 1.313 -5.684 0.502
H 1.512 -5.671 2.246
H 3.044 -3.720 2.063
H 2.782 -3.705 0.278
Cl 0.249 0.858 -0.529
C 0.581 -0.595 0.435
C 1.623 -0.241 1.447
Cl 1.006 0.949 2.656
H 0.954 -1.435 -0.154
H -0.360 -0.916 0.874
H 2.451 0.255 0.948
H 2.012 -1.072 2.030
Cl 4.463 2.115 1.283
C 3.759 3.595 0.607
C 2.587 4.082 1.422
Cl 3.084 4.600 3.047
H 3.433 3.443 -0.421
H 4.530 4.362 0.598
H 1.761 3.380 1.490
H 2.147 4.975 0.972
Cl 6.012 -0.050 4.056
C 4.298 0.370 4.217
C 3.526 -0.626 5.035
Cl 3.573 -2.214 4.173
H 3.863 0.467 3.229
H 4.214 1.366 4.662
H 2.478 -0.342 5.004
H 3.876 -0.744 6.051
```

Results of the Mulliken charge analysis, in e, for atoms 1 through 6:
1 O -0.61
2 C 0.39
3 C 0.21
4 C -0.56
5 C -0.45
6 C -0.56

=====

7.
DFT (ωB97M-V/def2-TZVPD) results for a single C10H13NS molecule in a non-equilibrium geometry.

For the max |F|, the calculation gives 4.65 eV Å⁻¹. The charge is 0. The value obtained for the total energy is -22904.1521 eV. The value obtained for the orbital gap is 8.59 eV.

```
25
C10H13NS, DFT ωB97M-V/def2-TZVPD
C 0.354 -2.826 0.719
N -0.031 -1.583 0.006
C -1.411 -0.976 0.340
C -1.216 0.503 -0.402
C -2.342 1.384 0.177
S -1.652 0.567 -2.240
C 0.190 0.763 -0.179
C 0.816 1.992 -0.113
C 2.178 2.053 0.013
C 2.870 0.896 -0.213
C 2.296 -0.401 -0.069
C 0.921 -0.496 -0.063
H 1.068 -2.793 1.551
H -0.581 -3.386 0.954
H 0.894 -3.448 0.019
H -1.442 -0.628 1.371
H -2.242 -1.664 0.116
H -3.272 0.695 0.157
H -2.373 2.375 -0.369
H -2.149 1.590 1.210
H -2.724 -0.382 -2.381
H 0.377 2.910 -0.184
H 2.564 3.034 0.038
H 3.895 0.927 -0.406
H 3.011 -1.107 -0.050
```

Results of the Mulliken charge analysis, in e, for atoms 1 through 6:
1 C -1.04
2 N 0.08
3 C -0.86
4 C 1.05
5 C -1.46
6 S -0.23